Record 1
33
Properties=species:S:1:pos:R:3 method="wB97M-V/def2-TZVPD" orbital_gap_ev=8.94 total_charge=-1 spin_multiplicity=1 max_force_ev_per_a=1.00
Br 1.526 -1.093 -1.422
C -0.053 2.784 0.748
C 0.064 1.777 1.866
C -1.102 0.790 1.914
O -2.338 1.442 1.683
C -3.398 0.527 1.640
N 1.333 1.009 1.718
H -0.964 3.374 0.833
H -0.091 2.264 -0.214
H 0.807 3.454 0.738
H 0.186 2.267 2.837
H -1.108 0.292 2.895
H -0.963 -0.004 1.167
H -3.194 -0.270 0.911
H -4.318 1.000 1.291
H -3.598 0.089 2.624
H 1.242 0.176 2.298
H 1.301 0.616 0.777
O 1.771 -4.479 -0.465
H 2.632 -4.879 -0.319
H 1.968 -3.549 -0.653
O 2.408 1.994 -3.198
H 2.307 1.330 -2.502
H 3.103 2.572 -2.875
O 1.424 -2.817 -4.454
H 1.301 -2.210 -3.707
H 1.917 -2.296 -5.093
O -0.452 -2.668 1.143
H 0.021 -2.240 0.414
H 0.167 -2.624 1.876
O -1.391 0.723 -1.766
H -1.734 0.669 -0.868
H -0.773 -0.021 -1.839

=====

Record 2
33
Properties=species:S:1:pos:R:3 method="wB97M-V/def2-TZVPD" orbital_gap_ev=8.82 total_charge=-1 spin_multiplicity=1 max_force_ev_per_a=1.69
N 2.146 0.133 -0.228
C 1.171 -0.977 -0.180
C 0.724 -1.454 -1.585
C -0.808 -1.501 -1.724
O -1.412 -2.216 -0.658
C 1.770 -2.080 0.679
N 1.868 -1.734 2.103
H 1.770 0.900 -0.741
H 3.090 -0.107 -0.467
H 0.316 -0.536 0.293
H 1.088 -0.683 -2.263
H 1.201 -2.414 -1.792
H -1.186 -0.494 -1.707
H -0.982 -2.055 -2.656
H 1.240 -3.015 0.510
H 2.777 -2.248 0.319
H 2.390 -0.877 2.132
H 0.949 -1.430 2.403
H -3.646 -0.169 1.182
H -1.880 -1.607 -0.068
O -3.253 -0.475 0.354
H -1.759 1.324 1.962
H -1.315 2.018 3.293
O -1.804 1.262 2.968
H -2.494 0.160 0.295
H -0.192 1.080 0.581
O -1.143 1.142 0.443
H -1.621 3.978 -0.109
H -1.117 2.473 0.214
O -0.793 3.499 -0.073
H 0.393 2.883 -1.314
H 1.304 2.807 -2.526
O 1.210 2.413 -1.641

=====

Record 3
33
Properties=species:S:1:pos:R:3 method="wB97M-V/def2-TZVPD" orbital_gap_ev="2.81 / 10.25" total_charge=0 spin_multiplicity=2 max_force_ev_per_a=3.53
O 2.622 -0.349 1.749
C 3.037 0.119 0.685
C 2.159 0.592 -0.498
C 1.671 -0.681 -1.194
C 0.395 -0.381 -1.932
N -0.741 -0.375 -0.901
N 3.149 1.376 -1.356
H 4.053 -0.058 0.299
H 1.449 1.332 -0.124
H 1.606 -1.519 -0.435
H 2.536 -1.188 -1.908
H 0.114 -1.306 -2.526
H 0.439 0.521 -2.548
H -0.448 0.207 -0.110
H -0.957 -1.334 -0.475
H -1.624 0.073 -1.349
H 3.281 2.323 -1.016
H 3.111 1.189 -2.315
H -3.293 1.551 -0.773
H -3.926 0.340 -1.183
O -3.065 0.762 -1.181
H -1.627 3.183 0.880
H -1.336 1.821 0.457
O -1.184 2.713 0.142
H 0.454 -1.939 3.716
H 0.786 -0.885 2.528
O 0.073 -1.350 3.040
H -3.477 0.732 0.980
H -3.091 0.576 2.419
O -2.929 1.123 1.643
H -0.830 -2.610 1.669
H -1.454 -3.674 0.844
O -0.952 -2.886 0.772

=====

Record 4
33
Properties=species:S:1:pos:R:3 method="wB97M-V/def2-TZVPD" orbital_gap_ev="9.46 / 8.99" total_charge=+2 spin_multiplicity=3 max_force_ev_per_a=2.97
Pt 0.265 -5.720 -1.982
O 1.189 -7.665 -2.739
H 0.859 -8.558 -2.834
H 2.018 -7.664 -3.218
O 0.501 -6.947 -0.163
H 0.561 -6.696 0.759
H 0.974 -7.778 -0.216
O -0.128 -4.259 -0.397
H 0.284 -4.339 0.464
H -1.006 -3.928 -0.213
O 0.786 -4.948 -4.168
H 1.147 -4.075 -4.326
H 0.729 -5.345 -5.038
O 2.487 -5.374 -1.767
H 2.841 -4.486 -1.808
H 3.254 -5.942 -1.827
C -3.971 -6.413 -3.577
C -2.539 -5.803 -3.290
C -2.682 -4.327 -2.815
O -1.383 -3.752 -2.763
C -1.453 -2.330 -2.681
N -1.860 -6.528 -2.264
H -4.547 -5.738 -4.211
H -4.531 -6.616 -2.665
H -3.902 -7.347 -4.136
H -1.973 -5.826 -4.222
H -3.132 -4.267 -1.824
H -3.302 -3.828 -3.560
H -0.464 -1.886 -2.566
H -2.113 -2.029 -1.867
H -1.814 -1.846 -3.588
H -2.377 -6.338 -1.418
H -2.031 -7.522 -2.316

=====

Record 5
34
Properties=species:S:1:pos:R:3 method="wB97M-V/def2-TZVPD" orbital_gap_ev=7.70 total_charge=-2 spin_multiplicity=1 max_force_ev_per_a=5.11
C -0.283 -0.264 -0.041
C 1.218 -0.366 0.054
C 2.016 0.108 -1.168
O 3.334 0.162 -0.932
N -0.703 0.804 1.023
C -2.035 0.949 1.613
O -3.065 1.535 0.822
H -0.809 -1.120 0.316
H -0.599 -0.003 -1.106
H 1.604 0.448 0.698
H 1.632 -1.337 0.378
H 1.906 -0.683 -1.968
H 1.630 0.937 -1.618
H -0.433 1.663 0.569
H -1.799 1.737 2.438
H -2.549 0.002 1.905
H -2.617 0.106 -2.691
H -1.980 -1.491 -2.967
O -2.602 -0.782 -3.241
H -2.779 1.559 -0.121
H -3.543 1.697 -1.593
O -2.716 1.230 -1.596
H 2.995 -2.207 0.222
H 3.788 -0.988 -0.324
O 3.879 -1.958 0.209
H -3.431 -1.485 -1.633
H -2.852 -0.196 -0.905
O -3.147 -1.130 -0.798
H 3.578 -0.478 1.545
H 3.618 0.539 0.574
O 3.576 0.422 1.544
H 0.442 0.148 2.532
H 1.793 0.354 2.949
O 0.932 0.089 3.313

=====

Record 6
34
Properties=species:S:1:pos:R:3 method="wB97M-V/def2-TZVPD" orbital_gap_ev=10.33 total_charge=0 spin_multiplicity=1 max_force_ev_per_a=2.77 smiles="O=CNCCCO.O.O.O.O.O.O"
O -0.392 -0.929 -2.038
C -1.269 -0.147 -1.729
N -0.951 0.903 -0.959
C -1.936 1.816 -0.397
C -2.825 1.313 0.743
C -2.495 -0.022 1.378
O -1.316 0.039 2.205
H -2.337 -0.201 -1.936
H -0.155 0.778 -0.336
H -1.448 2.728 -0.062
H -2.439 2.269 -1.265
H -3.886 1.337 0.451
H -2.870 2.051 1.547
H -3.238 -0.215 2.137
H -2.334 -0.832 0.655
H -0.540 0.271 1.670
H -0.680 -2.250 0.631
H -0.253 -2.921 1.990
O 0.005 -2.775 1.079
H 3.405 0.110 -1.365
H 3.915 0.217 0.198
O 3.272 0.466 -0.469
H 1.354 2.132 -0.687
H 1.421 3.039 0.487
O 1.065 3.006 -0.405
H 1.684 -0.064 0.207
H 0.519 -1.033 0.510
O 0.750 -0.073 0.492
H 2.094 -2.980 0.935
H 2.648 -2.017 -0.113
O 2.914 -2.570 0.635
H 1.398 -0.737 -2.058
H 2.575 -1.771 -2.269
O 2.342 -0.935 -1.862

=====

Record 7
46
Properties=species:S:1:pos:R:3 method="wB97M-V/def2-TZVPD" orbital_gap_ev=8.85 total_charge=-1 spin_multiplicity=1 max_force_ev_per_a=5.38
O 1.219 3.156 2.399
C 1.060 2.070 1.789
O 0.086 1.753 0.821
B 0.216 0.390 0.369
O 1.381 -0.140 1.084
C 1.882 0.812 1.968
O 2.926 0.685 2.670
O 0.414 0.341 -1.143
C -0.462 -0.476 -1.689
O -0.541 -0.831 -2.892
C -1.446 -0.856 -0.565
O -0.970 -0.427 0.592
O -2.429 -1.578 -0.750
O -2.025 -4.342 -1.907
H -2.468 -4.752 -1.164
H -1.251 -3.928 -1.526
O -3.723 -0.999 -3.171
H -3.368 -1.556 -2.478
H -3.273 -0.162 -3.059
O 5.237 -2.312 2.361
H 5.448 -2.109 3.272
H 4.418 -1.846 2.194
O -1.472 -3.233 -4.143
H -1.652 -3.714 -3.335
H -1.163 -2.376 -3.848
O -0.088 0.833 -5.350
H -0.557 0.482 -4.593
H -0.611 0.560 -6.104
O -0.009 5.639 3.815
H 0.738 5.043 3.765
H -0.683 5.224 3.276
O -2.821 -1.664 2.544
H -2.210 -2.386 2.689
H -2.377 -1.097 1.914
O 4.639 1.041 4.841
H 5.385 1.130 4.248
H 3.942 0.677 4.297
O -5.295 -2.588 -0.491
H -5.113 -3.507 -0.685
H -4.514 -2.121 -0.789
O -0.091 3.094 -2.339
H -0.418 2.196 -2.299
H 0.862 3.004 -2.316
O 3.939 3.900 2.083
H 3.112 3.522 2.382
H 4.128 3.446 1.262

=====

Record 8
35
Properties=species:S:1:pos:R:3 method="wB97M-V/def2-TZVPD" orbital_gap_ev=8.11 total_charge=+1 spin_multiplicity=1 max_force_ev_per_a=5.80
N -0.901 0.383 1.810
C 0.048 -0.519 1.039
C 0.833 0.518 0.075
N 2.006 0.179 -0.518
C 2.284 -1.140 -1.065
C 1.241 -1.778 -2.125
N 1.392 -0.924 -3.324
O 0.483 1.648 -0.009
H -1.712 -0.282 2.359
H -1.436 0.934 1.206
H -0.360 0.860 2.522
H -0.390 -1.257 0.404
H 0.746 -0.980 1.748
H 2.421 0.859 -1.153
H 2.560 -1.826 -0.247
H 3.323 -1.129 -1.556
H 1.812 -2.709 -2.359
H 0.159 -2.109 -1.828
H 2.286 -0.891 -3.776
H 0.696 -0.230 -3.390
H -3.152 2.232 0.169
H -3.907 1.674 1.417
O -3.015 1.959 1.094
H -1.452 -0.687 -2.241
H -2.275 0.033 -1.191
O -1.928 -0.795 -1.323
H -0.951 2.374 -2.940
H -0.773 1.615 -1.532
O -0.859 1.472 -2.499
H 2.304 1.667 3.318
H 1.926 0.228 3.899
O 1.866 0.820 3.118
H -2.686 -1.997 3.290
H -1.255 -2.576 3.416
O -1.772 -2.074 2.762